[1]
Here is a structure of composition C19H20N5OSSbSe4Sn from the OMol25 dataset. Energies are from wB97M-V/def2-TZVPD.

Geometry as ORCA input:
```
! wB97M-V def2-TZVPD RIJCOSX def2/J DEFGRID3
* xyz 0 1
Sn -0.040 -0.069 -0.658
C -0.944 0.100 3.809
C 0.316 0.232 4.384
C 1.428 0.278 3.568
C 1.285 0.193 2.181
N 0.062 0.025 1.655
C -1.012 -0.018 2.440
C 2.409 0.246 1.231
C 3.730 0.381 1.662
C 4.769 0.396 0.751
C 4.498 0.276 -0.605
C 3.187 0.148 -1.039
C 2.122 0.149 -0.144
H -1.842 0.078 4.409
H 0.426 0.293 5.458
H 2.410 0.373 4.005
H -1.958 -0.161 1.931
H 3.969 0.465 2.714
H 5.787 0.511 1.099
H 5.316 0.281 -1.315
H 2.993 0.061 -2.102
N 0.863 -5.758 0.030
C -0.394 -5.905 0.515
O -0.780 -6.921 1.062
C -1.294 -4.721 0.316
C -2.629 -4.953 0.010
C -3.467 -3.876 -0.209
C -2.937 -2.599 -0.103
N -1.672 -2.362 0.227
C -0.869 -3.403 0.433
H 1.474 -6.557 0.044
H 1.118 -4.970 -0.539
H -2.975 -5.976 -0.058
H -4.511 -4.014 -0.451
H -3.549 -1.726 -0.302
H 0.153 -3.161 0.718
Se 0.574 0.921 -3.913
Sb -0.366 -1.294 -4.033
Se 0.960 -3.033 -2.711
Se 0.948 -3.171 -5.090
Se -2.725 -1.457 -3.631
C -4.158 1.715 -2.091
N -2.973 1.770 -1.253
C -1.886 2.468 -1.516
N -1.825 3.233 -2.600
S -0.553 2.482 -0.415
H -4.912 1.120 -1.585
H -3.939 1.231 -3.046
H -4.548 2.720 -2.265
H -2.959 1.234 -0.405
H -2.484 3.117 -3.354
H -0.925 3.622 -2.822
*
```

The HOMO-LUMO gap is 6.611 eV. The calculation puts the relative energy (zero: lowest compared OMol25 entry of this formula, charge and spin) at 0.3038 eV. The molecular weight is 922.8 g/mol. The lowest unoccupied orbital energy is -0.027 Ha. For the HOMO energy, the calculation gives -7.33 eV.

Löwdin population analysis, charges in e, atoms 1 to 2: number 1, Sn, carries 0.854; number 2, C, carries -0.046

---

[2]
Here is the molecule C19H20N6O from the OMol25 dataset. Energies are from wB97M-V/def2-TZVPD.

Geometry as ORCA input:
```
! wB97M-V def2-TZVPD RIJCOSX def2/J DEFGRID3
* xyz 0 1
N 1.286 1.019 2.571
N -1.285 -3.429 -0.108
N -0.202 -1.460 -0.745
O -0.639 -2.183 -5.446
C 0.951 2.286 2.223
C -0.711 -2.298 0.321
C -0.360 -2.188 -1.790
C -0.571 1.077 1.058
C -1.284 -3.904 -3.756
C -1.608 -4.163 -2.485
C 0.288 0.325 1.862
C 2.608 5.338 3.759
C 1.878 6.423 3.121
C 2.345 4.067 3.401
C 0.847 5.965 2.233
C 1.333 3.664 2.592
C 0.476 4.590 2.093
N -1.051 -3.349 -1.459
N -0.143 2.368 1.447
N -0.594 -2.722 -4.157
C -2.530 -5.378 -1.988
C -0.647 3.786 1.364
C 1.391 -1.271 -3.343
C -0.653 -2.031 1.816
C 0.394 -1.157 2.345
C -0.132 -1.703 -3.202
H -1.485 -2.206 -5.891
H -1.378 0.644 0.422
H -1.524 -4.534 -4.557
H 3.401 5.673 4.337
H 2.255 7.499 3.156
H 3.059 3.308 3.833
H 0.360 6.626 1.512
H -3.063 -5.723 -2.765
H -3.188 -5.096 -1.178
H -1.849 -6.221 -1.616
H -0.606 4.093 0.375
H -1.583 3.912 1.872
H 2.007 -2.138 -3.092
H 1.662 -0.456 -2.587
H 1.638 -0.971 -4.326
H -0.440 -2.957 2.322
H -1.703 -1.587 2.105
H 0.229 -1.211 3.413
H 1.415 -1.572 2.301
H -0.596 -0.756 -3.362
*
```

The HOMO-LUMO gap is 8.085 eV. Its SMILES is CC1=CN(O)[C@H](C)c2nc(CCc3cn4c(n3)-c3ccccc3C4)nn21. The calculation puts the relative energy (zero: lowest compared OMol25 entry of this formula, charge and spin) at 4.4470 eV. The molecular weight is 348.4 g/mol. The lowest unoccupied orbital energy is 0.023 Ha. For the HOMO energy, the calculation gives -7.46 eV.

Löwdin population analysis, charges in e, atoms 1 to 2: number 1, N, carries 0.159; number 2, N, carries 0.161

---

[3]
Here is the molecule C19H20O2 from the OMol25 dataset. Energies are from wB97M-V/def2-TZVPD.

Geometry as ORCA input:
```
! wB97M-V def2-TZVPD RIJCOSX def2/J DEFGRID3
* xyz 0 1
O 2.454 -1.560 -1.917
O 1.115 0.778 2.657
C 2.031 -1.117 -0.874
C 1.226 0.176 1.579
C 2.608 -0.118 1.230
C -1.736 0.806 1.980
C -3.044 1.174 2.031
C 3.045 -0.756 0.112
C -0.378 -1.270 -1.573
C -1.685 -0.678 -1.502
C 0.573 -0.936 -0.607
C 0.153 -0.217 0.599
C -1.262 0.120 0.727
C -2.161 0.029 -0.371
C 5.284 -1.372 1.052
C 5.054 0.009 -1.142
C -3.376 2.103 -0.953
C -4.755 0.006 -1.171
C -4.037 0.665 1.097
C 4.471 -1.030 -0.206
C -3.557 0.726 -0.368
H 3.336 0.196 2.022
H -1.098 1.212 2.806
H -3.525 1.648 2.955
H -0.213 -1.772 -2.509
H -2.443 -0.736 -2.320
H 4.685 -2.013 1.628
H 6.118 -1.960 0.805
H 5.762 -0.527 1.594
H 4.823 -0.343 -2.128
H 6.139 0.121 -0.985
H 4.468 0.953 -0.992
H -3.893 2.805 -0.353
H -2.354 2.458 -1.065
H -3.864 2.147 -1.905
H -5.065 -0.970 -0.711
H -5.677 0.601 -1.159
H -4.454 -0.215 -2.182
H -4.352 -0.328 1.439
H -5.006 1.207 1.328
H 4.589 -2.021 -0.648
*
```

The HOMO-LUMO gap is 7.445 eV. Its SMILES is CC(C)C1=CC(=O)c2c(ccc3c2C=CCC3(C)C)C1=O. The calculation puts the relative energy (zero: lowest compared OMol25 entry of this formula, charge and spin) at 1.4218 eV. The molecular weight is 280.4 g/mol. The lowest unoccupied orbital energy is -0.042 Ha. For the HOMO energy, the calculation gives -8.58 eV.

Löwdin population analysis, charges in e, atoms 1 to 2: number 1, O, carries 0.120; number 2, O, carries 0.065

---

[4]
Here is a structure of composition C19H21BNOSm from the OMol25 dataset. Energies are from wB97M-V/def2-TZVPD.

Geometry as ORCA input:
```
! wB97M-V def2-TZVPD RIJCOSX def2/J DEFGRID3
* xyz 0 6
C 0.864 -2.762 1.880
C -0.566 -2.578 1.811
C -0.900 -2.313 0.446
H -1.268 -2.709 2.640
C 0.306 -2.313 -0.309
C 1.397 -2.589 0.560
H 2.441 -2.732 0.271
H 1.423 -3.037 2.780
H -1.907 -2.252 0.031
H 0.367 -2.184 -1.382
C -0.999 1.674 -0.353
C -1.166 1.952 1.035
C 0.108 2.376 1.548
H -2.118 2.002 1.559
C 1.053 2.314 0.470
C 0.355 1.907 -0.700
H 0.746 1.912 -1.718
H -1.800 1.467 -1.055
H 0.296 2.755 2.549
H 2.086 2.659 0.510
Sm 0.517 -0.338 1.564
O -0.573 0.505 -3.242
C -1.765 -0.288 -3.183
C -0.498 -0.660 -3.999
H -1.870 -0.591 -2.183
H -2.626 -0.064 -3.787
H 0.018 -1.558 -3.627
H 1.119 -1.735 -6.007
C 0.715 -0.762 -6.265
C -0.221 -0.188 -5.373
C -0.496 1.200 -5.621
H -1.011 1.811 -4.860
C 0.040 1.901 -6.691
H -0.097 2.985 -6.726
C 0.810 1.218 -7.638
H 1.218 1.758 -8.474
C 1.145 -0.113 -7.416
H 1.825 -0.622 -8.096
B -0.002 0.066 6.197
C 0.448 -0.147 4.807
N 0.842 -0.287 3.706
H -0.786 0.994 6.188
H 1.032 0.344 6.812
H -0.502 -0.984 6.612
*
```

The HOMO-LUMO gap (alpha / beta) is 7.487 / 7.879 eV. The calculation puts the relative energy (zero: lowest compared OMol25 entry of this formula, charge and spin) at 0.0000 eV. The molecular weight is 440.6 g/mol. The lowest unoccupied orbital energy (alpha / beta) is -0.035 / -0.021 Ha. For the HOMO energy (alpha / beta), the calculation gives -8.43 / -8.44 eV.

Löwdin population analysis, charges in e, atoms 1 to 2: number 1, C, carries -0.269; number 2, C, carries -0.242

---

[5]
Here is a structure of composition C19H21BiN3O2S from the OMol25 dataset. Energies are from wB97M-V/def2-TZVPD.

Geometry as ORCA input:
```
! wB97M-V def2-TZVPD RIJCOSX def2/J DEFGRID3
* xyz 1 1
Bi -0.528 0.000 -0.707
C 3.216 1.074 -0.499
C 2.153 2.038 -0.944
C 2.442 2.998 -1.909
C 1.465 3.889 -2.275
C 0.219 3.803 -1.670
C -0.027 2.819 -0.737
N 0.957 1.942 -0.365
C -1.349 2.694 0.027
C -1.614 3.578 1.053
C -2.500 3.187 2.052
C -2.959 1.876 2.075
C -2.646 1.051 1.011
N -2.082 1.552 -0.124
C -2.624 -0.460 1.237
C -3.762 -1.225 1.355
C -3.663 -2.583 1.631
C -2.419 -3.128 1.815
C -1.300 -2.306 1.714
C 0.070 -2.862 1.963
N -1.386 -1.008 1.428
H 4.037 1.615 -0.028
H 2.818 0.365 0.226
H 3.614 0.521 -1.352
H 3.428 3.043 -2.352
H 1.662 4.652 -3.016
H -0.564 4.502 -1.931
H -1.057 4.501 1.139
H -2.697 3.845 2.887
H -3.446 1.477 2.954
H -4.733 -0.764 1.227
H -4.554 -3.191 1.713
H -2.301 -4.177 2.049
H 0.153 -3.210 2.994
H 0.274 -3.696 1.293
H 0.817 -2.086 1.807
O -1.299 -0.374 -2.420
C 2.718 -2.797 -0.293
S 1.486 -1.898 -1.262
C 2.144 -2.379 -2.853
O 0.151 -2.557 -1.099
H 2.671 -3.852 -0.559
H 2.517 -2.678 0.767
H 3.700 -2.386 -0.522
H 2.141 -3.465 -2.930
H 3.157 -1.989 -2.952
H 1.501 -1.949 -3.619
*
```

The HOMO-LUMO gap is 6.806 eV. The calculation puts the relative energy (zero: lowest compared OMol25 entry of this formula, charge and spin) at 3.2273 eV. The molecular weight is 564.4 g/mol. The lowest unoccupied orbital energy is -0.139 Ha. For the HOMO energy, the calculation gives -10.60 eV.

Löwdin population analysis, charges in e, atoms 1 to 2: number 1, Bi, carries 1.707; number 2, C, carries -0.033